(1)
Formula: C33H29BCo2F6O8
Source: OMol25
Level of theory: wB97M-V/def2-TZVPD

Element x y z (Å)
C -3.522 -4.118 -0.292
C -3.415 -2.837 -1.099
C -4.676 -2.653 -1.947
O -3.277 -1.751 -0.204
B -2.540 -0.755 -0.946
C -3.578 0.436 -1.425
C -3.351 1.102 -2.613
C -4.228 2.107 -3.017
C -3.909 2.872 -4.271
F -5.020 3.413 -4.852
F -3.041 3.908 -4.011
F -3.303 2.077 -5.208
C -5.350 2.434 -2.270
C -5.579 1.720 -1.102
C -6.786 2.040 -0.262
F -7.267 0.928 0.379
F -6.488 2.964 0.710
F -7.812 2.554 -1.005
C -4.695 0.735 -0.665
C -1.422 0.011 0.073
C -0.628 0.978 -0.685
C 0.281 0.642 -1.620
C 0.977 1.664 -2.450
O -1.894 -1.326 -2.100
C -2.084 -2.722 -2.007
C -0.877 -3.346 -1.311
C -2.221 -3.292 -3.407
H -3.595 -4.986 -0.957
H -2.657 -4.242 0.364
H -4.426 -4.086 0.326
H -4.899 -3.571 -2.506
H -5.528 -2.426 -1.294
H -4.569 -1.822 -2.656
H -2.493 0.866 -3.236
H -6.030 3.212 -2.595
H -4.897 0.210 0.265
H -2.028 0.518 0.835
H -0.824 -0.783 0.544
H -0.780 2.038 -0.458
H 0.513 -0.404 -1.820
H 1.761 1.184 -3.043
H 0.278 2.162 -3.139
H 1.431 2.441 -1.822
H -0.959 -4.439 -1.303
H 0.036 -3.077 -1.853
H -0.776 -2.991 -0.277
H -2.421 -4.369 -3.361
H -3.030 -2.798 -3.953
H -1.286 -3.138 -3.957
O 1.096 -2.204 1.822
C 1.955 -1.455 2.025
Co 3.105 -0.163 2.397
C 2.629 1.118 1.315
O 2.243 1.999 0.663
C 2.299 0.357 3.855
O 1.729 0.724 4.794
C 5.089 0.285 2.782
C 5.285 1.645 3.270
C 4.900 2.771 2.513
C 4.881 4.040 3.085
C 5.336 4.235 4.392
C 5.873 3.150 5.093
C 5.865 1.870 4.539
C 5.670 -0.936 3.214
C 5.927 -1.679 4.291
Co 5.574 -0.817 1.473
C 7.253 -1.280 1.051
O 8.323 -1.550 0.707
C 5.246 0.172 0.050
O 5.008 0.790 -0.898
C 4.561 -2.226 1.040
O 4.039 -3.160 0.602
H 4.604 2.637 1.471
H 4.498 4.872 2.494
H 5.293 5.226 4.849
H 6.297 3.286 6.086
H 6.279 1.022 5.088
H 6.484 -2.609 4.168
H 5.543 -1.408 5.276

For the HOMO energy, the calculation gives -6.986 eV. The electronic energy comes out at -143302.49704 eV. The value obtained for the relative energy (zero: lowest compared OMol25 entry of this formula, charge and spin) is 0.5364 eV.

***

(2)
Formula: C33H29BF2P2Ru
Source: OMol25
Level of theory: wB97M-V/def2-TZVPD

Element x y z (Å)
Ru 0.458 -1.166 -0.703
C 0.990 2.032 0.016
C -0.497 1.984 0.367
P -1.189 0.608 -0.621
C -2.993 0.664 -0.429
C -3.544 0.946 0.818
C -4.916 0.885 1.012
C -5.749 0.533 -0.038
C -5.207 0.240 -1.283
C -3.837 0.303 -1.476
C -0.877 1.131 -2.341
C -1.223 2.347 -2.919
C -0.831 2.647 -4.215
C -0.075 1.731 -4.940
C 0.281 0.515 -4.379
C -0.129 0.221 -3.084
P 1.723 0.341 0.103
C 3.439 0.613 -0.417
C 4.483 0.024 0.283
C 5.794 0.213 -0.128
C 6.071 0.990 -1.243
C 5.033 1.575 -1.954
C 3.722 1.380 -1.546
C 1.713 -0.055 1.856
C 1.500 -1.541 2.041
C 1.358 -1.923 3.487
C 1.493 -1.021 4.484
C 1.727 0.372 4.235
C 1.823 0.814 2.917
H 1.560 2.706 0.660
H 1.111 2.397 -1.011
H -1.007 2.932 0.177
H -0.622 1.741 1.426
H -2.906 1.197 1.656
H -5.328 1.105 1.986
H -6.818 0.484 0.111
H -5.850 -0.038 -2.106
H -3.426 0.069 -2.451
H -1.804 3.063 -2.351
H -1.108 3.591 -4.658
H 0.230 1.968 -5.950
H 0.867 -0.199 -4.937
H 0.123 -0.792 -2.738
H 4.280 -0.584 1.155
H 6.597 -0.253 0.425
H 7.095 1.138 -1.558
H 5.241 2.174 -2.830
H 2.925 1.827 -2.129
H 2.369 -2.084 1.625
H 1.178 -2.964 3.725
H 1.416 -1.357 5.510
H 1.820 1.066 5.056
H 1.977 1.875 2.743
F 1.919 -3.470 -1.918
B 2.075 -2.415 -1.091
F 3.309 -2.382 -0.557
C 0.373 -1.825 1.054
C -0.998 -2.215 1.462
C -1.593 -1.871 2.674
C -2.929 -2.176 2.899
C -3.681 -2.818 1.922
C -3.097 -3.178 0.716
C -1.757 -2.890 0.499
H -1.026 -1.343 3.426
H -3.389 -1.903 3.838
H -4.723 -3.044 2.103
H -3.672 -3.692 -0.041
H -1.276 -3.244 -0.421

For the HOMO energy (spin up / spin down), the calculation gives -5.164 / -5.274 eV. The electronic energy comes out at -61963.14891 eV. The value obtained for the relative energy (zero: lowest compared OMol25 entry of this formula, charge and spin) is 2.0952 eV.

***

(3)
Formula: C33H29BrN4OPV
Source: OMol25
Level of theory: wB97M-V/def2-TZVPD

Element x y z (Å)
V -0.655 -0.045 -0.363
Br -6.977 -3.190 1.320
C -5.513 -2.245 0.644
C -5.709 -1.006 0.025
C -4.642 -0.291 -0.491
C -3.363 -0.809 -0.360
O -2.307 -0.112 -0.861
C -3.139 -2.068 0.239
C -1.862 -2.711 0.116
N -0.783 -2.078 -0.219
C 0.348 -2.746 -0.769
C 0.804 -4.005 -0.478
C 1.869 -4.545 -1.232
C 2.415 -3.852 -2.278
C 1.955 -2.550 -2.597
C 2.390 -1.798 -3.714
C 1.830 -0.571 -3.964
C 0.899 -0.049 -3.061
N 0.479 -0.710 -1.990
C 0.955 -1.982 -1.792
C -4.241 -2.784 0.724
H -6.712 -0.611 -0.065
H -4.802 0.649 -1.001
H -1.837 -3.798 0.185
H 0.354 -4.600 0.308
H 2.228 -5.536 -0.993
H 3.197 -4.296 -2.881
H 3.142 -2.210 -4.377
H 2.110 0.014 -4.828
H 0.492 0.943 -3.218
H -4.097 -3.766 1.155
N 0.935 -0.502 1.107
C 0.519 -0.229 2.479
C 1.251 -0.572 3.580
C 0.785 -0.223 4.866
C -0.379 0.477 5.018
C -1.143 0.850 3.887
C -2.328 1.615 3.957
C -2.986 1.949 2.801
C -2.487 1.492 1.577
N -1.386 0.762 1.468
C -0.693 0.463 2.608
H 1.181 -1.488 1.016
H 1.802 0.002 0.920
H 2.192 -1.101 3.477
H 1.370 -0.505 5.731
H -0.725 0.762 6.003
H -2.701 1.939 4.921
H -3.887 2.544 2.815
H -3.008 1.728 0.657
C 0.796 3.048 1.034
P 0.600 2.153 -0.534
C -0.506 3.193 -1.556
C 2.251 2.171 -1.264
C 2.764 3.394 -1.703
C 4.071 3.479 -2.156
C 4.879 2.350 -2.166
C 4.378 1.130 -1.733
C 3.068 1.039 -1.288
H 1.279 4.003 0.819
H 1.442 2.493 1.716
H -0.167 3.234 1.508
H -0.924 3.993 -0.946
H -1.330 2.616 -1.977
H 0.049 3.640 -2.380
H 2.159 4.293 -1.685
H 4.460 4.429 -2.495
H 5.901 2.422 -2.514
H 5.006 0.250 -1.748
H 2.688 0.064 -1.005

For the HOMO energy (spin up / spin down), the calculation gives -16.448 / -16.467 eV. The electronic energy comes out at -147696.96164 eV. As for the total charge: +3. The spin multiplicity is 2.

***

(4)
Formula: C33H30BFO4
Source: OMol25
Level of theory: wB97M-V/def2-TZVPD

Element x y z (Å)
C -3.568 -3.478 1.596
C -2.650 -2.339 1.370
C -2.400 -1.317 2.318
C -1.881 -0.212 1.680
C -1.922 -0.272 0.212
B 3.335 -0.071 0.165
C 3.026 0.214 1.665
C 1.857 0.509 2.380
C 2.140 0.490 3.777
C 3.464 0.151 3.877
C 4.184 -0.070 5.137
O 4.051 0.038 2.646
C 3.244 -1.600 -0.064
C 2.023 -2.307 -0.063
C 2.298 -3.634 -0.433
C 3.663 -3.711 -0.616
C 4.437 -4.909 -0.914
O 4.249 -2.469 -0.507
C -3.169 -0.093 -0.598
C -3.481 -0.556 -1.870
C -4.468 0.319 -2.382
C -4.698 1.265 -1.411
C -5.336 2.563 -1.468
O -3.984 0.946 -0.284
O -2.125 -2.155 0.200
H -3.848 -3.566 2.653
H -4.509 -3.271 1.064
H -3.190 -4.455 1.270
H -2.648 -1.428 3.384
H -1.464 0.689 2.141
H 0.845 0.717 2.016
H 1.444 0.644 4.610
H 4.692 0.850 5.446
H 3.452 -0.288 5.921
H 4.876 -0.902 5.029
H 1.048 -1.962 0.261
H 1.620 -4.465 -0.562
H 3.768 -5.744 -0.690
H 4.710 -5.026 -1.972
H 5.327 -5.037 -0.296
H -3.064 -1.422 -2.395
H -4.850 0.333 -3.404
H -5.725 2.718 -2.480
H -6.161 2.591 -0.755
H -4.665 3.403 -1.243
F -2.297 4.896 -1.812
C -1.950 3.610 -2.169
C -1.820 3.332 -3.521
C -1.412 2.049 -3.869
C -1.078 1.121 -2.890
C -1.302 1.378 -1.539
C -0.858 0.282 -0.549
C 0.732 1.063 -0.206
C 1.844 0.432 -0.849
C 3.170 1.042 -1.003
C 3.378 2.361 -0.443
C 2.323 2.945 0.161
C 1.018 2.380 0.163
C -1.710 2.664 -1.168
H -2.055 4.083 -4.268
H -1.291 1.766 -4.914
H -0.720 0.127 -3.167
H -0.339 -0.523 -1.075
H 1.595 -0.265 -1.639
H 3.638 0.788 -1.963
H 4.357 2.794 -0.553
H 2.483 3.943 0.552
H 0.224 3.065 0.450
H -1.876 2.991 -0.144

For the HOMO energy, the calculation gives -4.738 eV. The electronic energy comes out at -46280.88123 eV. The value obtained for the relative energy (zero: lowest compared OMol25 entry of this formula, charge and spin) is 7.5165 eV.